# C8H10O5Sr

C8H10O5Sr as an isolated structure at a distorted geometry (ωB97M-V/def2-TZVPD, OMol25).

Each line ends with the Löwdin charge.
Geometry (Å):
Sr: 0.25 -0.06 -0.38  1.258
O: -1.21 -2.17 2.39  0.155
C: -0.73 -1.70 1.45  0.004
C: 1.21 1.90 -1.93  0.008
O: 1.56 2.80 -2.55  0.156
C: -2.20 0.15 -1.43  0.011
O: -3.26 0.40 -1.79  0.151
C: 2.65 -0.23 0.86  0.012
O: 3.66 -0.26 1.40  0.150
C: 1.17 -3.92 -2.97  -0.089
H: 1.81 -4.41 -2.22  0.055
H: 0.12 -4.24 -3.00  0.054
C: 1.66 -3.04 -3.85  -0.085
H: 1.03 -2.60 -4.64  0.056
H: 2.72 -2.77 -3.87  0.056
C: -1.34 2.84 3.10  -0.050
C: -1.29 1.52 2.36  -0.237
O: -0.55 1.72 1.08  -0.307
H: -0.34 3.12 3.43  0.096
H: -1.95 2.82 4.01  0.104
H: -1.74 3.65 2.47  0.101
H: -0.74 0.74 2.90  0.105
H: -2.28 1.10 2.11  0.126
H: -0.20 2.64 1.08  0.109

Kohn-Sham gap	7.122	eV
lowest unoccupied orbital energy	-8.57	eV
2S+1	1
charge	+2